Run a
# C9H9NS2

An isolated molecule of C9H9NS2 (the ωB97M-V functional and the def2-TZVPD basis, OMol25).

```
21
Properties=species:S:1:pos:R:3:mulliken_charge:R:1
S 1.10 -0.82 -0.98 -0.144
S 3.80 0.70 -0.35 -0.284
N 1.52 0.35 1.15 -0.193
C -3.79 -0.30 -0.29 -0.374
C -0.13 -1.12 0.21 -0.080
C 2.13 0.16 -0.05 0.053
C 0.65 -0.75 1.47 -0.931
C -1.43 0.87 0.05 -0.336
C -2.68 -1.15 -0.01 -0.780
C -2.44 1.62 -0.06 -0.502
C -3.69 1.09 -0.19 -0.535
C -1.50 -0.41 0.12 0.914
H -4.79 -0.56 -0.68 0.307
H -0.01 -0.64 2.30 0.405
H -2.30 2.81 0.22 0.164
H -4.59 1.65 -0.36 0.403
H -0.40 -2.21 0.16 0.436
H 1.43 -1.47 1.88 0.353
H -2.68 -2.27 -0.02 0.300
H -0.50 1.25 0.21 0.523
H 2.06 0.77 1.96 0.302
```

Calculated values
molar mass = 195.31 g mol⁻¹
multiplicity = 1
highest occupied orbital energy = -8.33 eV
orbital gap = 0.3195 Eh
E_LUMO = 0.0134 Ha


Run b
# C9H9NS2

An isolated molecule of C9H9NS2 (the ωB97M-V functional and the def2-TZVPD basis, OMol25).

```
21
Properties=species:S:1:pos:R:3:mulliken_charge:R:1
S 2.39 2.06 0.05 0.001
S 2.40 -2.01 0.17 -0.181
N -0.93 -0.01 0.12 0.191
C 1.91 0.61 0.85 -0.910
C 0.12 -0.84 -0.18 0.361
C 1.01 2.74 -0.67 -0.329
C 1.10 -2.90 -0.55 -0.422
C -0.90 1.33 0.24 -0.220
C -2.17 -0.65 0.53 -1.195
C 1.41 -0.55 0.25 0.661
C -0.28 2.38 -0.45 -0.287
C -0.03 -2.16 -0.67 -0.918
H -0.99 3.17 -0.69 0.248
H -2.03 -1.72 0.64 0.435
H -1.83 1.67 0.68 0.296
H 1.26 -3.92 -0.84 0.442
H 1.23 3.63 -1.23 0.307
H -0.93 -2.55 -1.11 0.468
H -2.49 -0.25 1.50 0.391
H 2.71 0.41 1.55 0.314
H -2.96 -0.46 -0.20 0.346
```

Calculated values
molar mass = 195.31 g mol⁻¹
multiplicity = 1
highest occupied orbital energy (spin up / spin down) = -6.94 / -6.94 eV
orbital gap (spin up / spin down) = 0.2635 / 0.2635 Eh
E_LUMO (spin up / spin down) = 0.0083 / 0.0083 Ha


In terms of stability, run a leads; the second structure lies 0.0230 hartree higher.


Run a
# C9H15N2O2S

A structure of composition C9H15N2O2S (the ωB97M-V functional and the def2-TZVPD basis, OMol25).

```
29
Properties=species:S:1:pos:R:3:mulliken_charge:R:1
S 0.57 -0.95 2.15 -0.114
O -3.22 1.38 -0.43 -0.350
O 0.03 -1.83 -1.60 -0.648
N 1.52 -2.49 0.17 -0.266
N -0.77 0.21 -0.95 0.130
C 2.04 0.02 2.71 -0.139
C -1.72 0.30 -2.02 -0.680
C -0.86 1.18 0.13 -0.116
C -0.09 -0.87 -0.82 0.661
C 1.27 -1.09 0.55 -0.115
C 2.83 0.32 1.67 -0.709
C -2.38 1.33 0.64 -0.579
C 2.49 -0.16 0.31 -0.472
C -3.13 0.33 -1.47 -0.653
H -0.09 0.96 0.96 -0.020
H 0.85 -2.43 -0.87 0.330
H 2.48 -2.63 -0.24 0.370
H -1.75 -0.55 -2.58 0.433
H -3.32 -0.64 -0.96 0.310
H -2.56 0.51 1.34 0.330
H -0.83 2.18 -0.22 0.288
H 1.94 0.20 3.79 0.414
H -3.89 0.66 -2.09 0.386
H -2.65 2.38 1.09 0.284
H -1.58 1.24 -2.65 0.326
H 3.63 0.89 2.06 0.418
H 1.08 -3.16 0.79 0.381
H 2.21 0.73 -0.32 0.248
H 3.16 -0.75 -0.25 0.551
```

Calculated values
molar mass = 215.30 g mol⁻¹
net charge = +1
multiplicity = 1
highest occupied orbital energy = -12.37 eV
orbital gap = 0.3547 Eh
E_LUMO = -0.1000 Ha


Run b
# C9H15N2O2S

The ion C9H15N2O2S with charge +1 (the ωB97M-V functional and the def2-TZVPD basis, OMol25).

```
29
Properties=species:S:1:pos:R:3:mulliken_charge:R:1
S 0.48 1.04 -0.35 -0.073
O -1.17 -0.96 0.23 -0.496
O 0.77 -2.05 -0.48 -0.340
N 0.79 -0.91 1.46 0.143
N 0.08 0.30 -1.82 0.174
C -0.30 -0.93 -2.02 -0.025
C 1.07 -2.18 0.90 -0.531
C 0.09 0.79 3.12 -0.469
C -0.30 -0.21 0.88 0.670
C 0.97 -0.52 2.90 -0.688
C -0.53 -1.77 -0.75 -0.285
C -0.97 0.69 2.03 -0.822
C -0.75 2.29 -3.25 -0.843
C 0.38 1.19 -2.95 -0.858
H 1.96 -0.28 3.19 0.329
H -1.35 1.64 1.61 0.446
H -0.59 2.94 -4.17 0.353
H 0.43 -2.95 1.29 0.384
H -0.34 0.88 4.21 0.322
H -1.75 1.68 -3.17 0.261
H 0.63 -1.33 3.66 0.317
H -1.29 -2.55 -0.93 0.377
H 1.37 1.55 -2.63 0.476
H -0.64 2.89 -2.36 0.297
H -1.96 0.16 2.31 0.305
H -0.41 -1.36 -2.98 0.523
H 2.20 -2.39 1.00 0.316
H 0.48 0.65 -3.87 0.444
H 0.65 1.71 2.95 0.292
```

Calculated values
molar mass = 215.30 g mol⁻¹
net charge = +1
multiplicity = 1
highest occupied orbital energy = -12.40 eV
orbital gap = 0.3028 Eh
E_LUMO = -0.1529 Ha


In terms of stability, run b leads; the second structure lies 0.0082 hartree higher.


Run a
# C4H10N3O

The ion C4H10N3O with charge +1 (the ωB97M-V functional and the def2-TZVPD basis, OMol25).

```
18
Properties=species:S:1:pos:R:3:mulliken_charge:R:1
O 0.59 -0.84 -2.22 -0.687
N -0.10 -0.41 -0.14 -0.134
N 0.99 0.20 1.84 -0.210
N -1.02 -2.38 -3.28 -0.251
C 1.04 1.70 1.66 -0.866
C -0.33 -1.13 -1.42 0.770
C -0.27 -0.23 1.24 -0.339
C -1.37 -1.92 -2.09 -0.521
H -1.73 -2.82 -3.94 0.266
H 1.83 2.27 2.30 0.341
H -2.30 -2.46 -1.68 0.279
H 0.77 0.05 -0.31 0.165
H 0.94 0.07 2.94 0.416
H 0.16 2.28 1.77 0.399
H -0.12 -2.05 -3.62 0.282
H -0.90 -0.95 1.72 0.360
H 1.78 -0.30 1.54 0.327
H 1.19 2.01 0.71 0.403
```

Calculated values
molar mass = 116.14 g mol⁻¹
net charge = +1
multiplicity = 1
highest occupied orbital energy (spin up / spin down) = -10.76 / -11.94 eV
orbital gap (spin up / spin down) = 0.2377 / 0.3067 Eh
E_LUMO (spin up / spin down) = -0.1579 / -0.1322 Ha


Run b
# C4H10N3O

A cluster of 2 separate species, C4H10N3O in total (the ωB97M-V functional and the def2-TZVPD basis, OMol25).

```
18
Properties=species:S:1:pos:R:3:mulliken_charge:R:1
O -0.04 -0.74 2.57 -0.184
N 0.41 -0.09 -0.38 0.153
N -1.76 -0.39 -0.57 -0.196
N 0.58 -1.77 2.27 -0.072
C -1.72 1.00 -0.19 -0.517
C 1.87 -0.35 -0.54 -0.914
C -0.57 -0.94 -0.55 -0.154
C -0.19 1.28 -0.29 -0.599
H 0.78 -2.33 3.16 0.257
H 2.02 -1.35 -0.97 0.320
H -2.05 1.12 0.85 0.291
H 0.20 1.97 0.45 0.374
H -2.62 -0.84 -0.23 0.306
H -2.43 1.60 -0.74 0.341
H 2.38 -0.23 0.43 0.286
H -0.30 -1.92 -0.78 0.473
H -0.02 1.71 -1.25 0.401
H 2.12 0.26 -1.33 0.434
```

Calculated values
molar mass = 116.14 g mol⁻¹
net charge = +1
multiplicity = 1
highest occupied orbital energy = -13.62 eV
orbital gap = 0.3414 Eh
E_LUMO = -0.1591 Ha


In terms of stability, run b leads; the second structure lies 0.0673 hartree higher.


Run a
# C2H2ClN

An isolated molecule of C2H2ClN (the ωB97M-V functional and the def2-TZVPD basis, OMol25).

```
6
Properties=species:S:1:pos:R:3:mulliken_charge:R:1
Cl -0.23 1.77 -0.64 -0.155
N -1.23 -1.10 1.37 -0.299
C 0.30 0.08 -0.34 -0.167
C -0.54 -0.55 0.65 0.118
H 0.56 -0.53 -1.30 0.308
H 1.14 0.33 0.26 0.196
```

Calculated values
molar mass = 75.50 g mol⁻¹
multiplicity = 1
highest occupied orbital energy = -11.50 eV
orbital gap = 0.4449 Eh
E_LUMO = 0.0223 Ha


Run b
# C2H2ClN

A cluster of 2 separate species, C2H2ClN in total (the ωB97M-V functional and the def2-TZVPD basis, OMol25).

```
6
Properties=species:S:1:pos:R:3:mulliken_charge:R:1
Cl 3.03 0.51 -0.13 -0.240
N -0.78 -1.11 -0.06 -0.243
C -1.52 -0.06 -0.23 0.168
C -0.40 0.06 0.58 -0.224
H 2.05 0.07 0.42 0.261
H -2.38 0.53 -0.58 0.278
```

Calculated values
molar mass = 75.50 g mol⁻¹
multiplicity = 1
highest occupied orbital energy = -10.40 eV
orbital gap = 0.3804 Eh
E_LUMO = -0.0017 Ha


In terms of stability, run a leads; the second structure lies 0.1226 hartree higher.


Run a
# C4H7FOS

An isolated molecule of C4H7FOS (the ωB97M-V functional and the def2-TZVPD basis, OMol25).

```
14
Properties=species:S:1:pos:R:3:mulliken_charge:R:1
S 0.68 1.16 0.11 0.489
F -2.44 0.52 1.33 -0.258
O 0.48 1.14 -1.35 -0.592
C 2.47 0.68 0.26 -0.929
C -2.39 -0.74 -0.65 -0.818
C -0.24 -0.44 0.48 -0.822
C -1.74 -0.13 0.33 0.586
H 3.01 1.46 -0.19 0.335
H -3.48 -0.67 -0.86 0.273
H 2.66 -0.23 -0.27 0.302
H -1.90 -1.27 -1.44 0.237
H 2.68 0.51 1.32 0.341
H 0.08 -1.10 -0.37 0.227
H 0.14 -0.89 1.31 0.627
```

Calculated values
molar mass = 122.16 g mol⁻¹
multiplicity = 1
highest occupied orbital energy = -9.02 eV
orbital gap = 0.3606 Eh
E_LUMO = 0.0290 Ha


Run b
# C4H7FOS

An isolated molecule of C4H7FOS (the ωB97M-V functional and the def2-TZVPD basis, OMol25).

```
14
Properties=species:S:1:pos:R:3:mulliken_charge:R:1
S -3.21 -0.07 0.46 0.546
F -3.32 1.30 -0.48 -0.269
O -4.27 -1.12 -0.15 -0.550
C 0.83 -0.90 -0.28 -1.255
C -0.47 -0.05 -0.14 1.094
C -1.64 -0.67 -0.23 -0.608
C -0.22 1.32 0.21 -1.426
H 0.80 1.64 -0.04 0.382
H -1.68 -1.71 -0.75 0.286
H 1.29 -0.68 0.63 0.352
H 0.75 -1.95 -0.50 0.403
H -0.11 1.37 1.24 0.438
H -0.90 2.14 -0.12 0.329
H 1.39 -0.36 -1.13 0.278
```

Calculated values
molar mass = 122.16 g mol⁻¹
multiplicity = 1
highest occupied orbital energy = -9.89 eV
orbital gap = 0.3660 Eh
E_LUMO = 0.0026 Ha


In terms of stability, run a leads; the second structure lies 0.0045 hartree higher.